1.
The following is a quantum chemistry calculation of an isolated ion of composition C2HCl2O3 and charge -1, from the OMol25 dataset.

Geometry (Å):
C: 0.477 -0.302 1.036
C: -0.402 -0.076 -0.436
O: -0.095 -0.987 1.854
O: 1.590 0.122 0.860
O: 0.213 0.621 -1.455
Cl: -1.712 1.084 0.320
Cl: -1.194 -1.406 -1.133
H: 1.123 0.943 -1.046

Atoms 1-6, force components in eV/Å:
-1.5 -2.0 -2.7
0.5 2.4 1.5
-0.4 0.0 0.8
2.4 1.6 0.1
2.5 0.4 1.7
-0.3 0.0 -0.5

* charge: -1
* E: -1222.993475 a.u.
* spin multiplicity: 1
* SMILES: O=C([O-])C(O)(Cl)Cl

---

2.
The following is a quantum chemistry calculation of one molecule with the formula C4H13NSi, from the OMol25 dataset.

Geometry (Å):
N: 0.034 -1.908 1.528
C: 1.753 0.643 -0.974
C: -0.841 1.848 0.073
C: -1.181 -0.860 -1.200
C: 0.347 -0.492 1.514
Si: 0.033 0.267 -0.215
H: 0.611 -2.536 0.975
H: -0.932 -2.215 1.537
H: 2.482 0.613 -0.139
H: 1.699 1.664 -1.372
H: 2.201 0.011 -1.651
H: -1.887 1.744 0.530
H: -0.152 2.471 0.632
H: -1.023 2.340 -0.878
H: -0.555 -1.196 -2.000
H: -1.581 -1.651 -0.606
H: -1.999 -0.342 -1.691
H: 1.415 -0.399 1.796
H: -0.425 -0.003 2.142

Atoms 1-6, force components in eV/Å:
0.2 -1.7 0.7
-1.1 1.4 2.1
-1.4 0.5 0.0
0.9 1.4 0.1
-0.7 -0.2 -1.2
-0.1 -0.9 0.0

* charge: 0
* E: -504.436766 a.u.
* spin multiplicity: 1
* SMILES: C[Si](C)(C)CN

---

3.
The following is a quantum chemistry calculation of an isolated ion of composition C8H18N4O and charge +2, from the OMol25 dataset.

Geometry (Å):
C: 0.177 -1.002 1.995
C: -1.251 -0.598 0.089
C: 1.287 -0.514 -0.121
C: 2.809 -2.354 -0.649
C: -3.329 -1.584 -0.543
C: 1.332 2.616 -0.058
C: -1.147 2.321 0.284
C: 0.371 0.528 -0.573
N: -1.004 -0.927 1.246
N: 1.978 -1.191 -1.013
N: -2.141 -0.766 -0.900
N: 0.243 1.705 0.339
O: 1.297 -0.847 1.129
H: 0.106 -0.103 2.601
H: 0.231 -1.830 2.681
H: 2.933 -2.255 0.457
H: 2.300 -3.200 -1.137
H: 3.792 -2.307 -1.000
H: -4.078 -1.303 -1.321
H: -3.501 -1.354 0.517
H: -3.038 -2.543 -0.629
H: 2.284 2.189 0.144
H: 1.094 2.879 -1.183
H: 1.174 3.558 0.506
H: -1.913 1.571 0.348
H: -1.285 3.006 1.268
H: -1.313 3.088 -0.561
H: 0.168 0.882 -1.637
H: 2.069 -0.864 -1.933
H: -2.100 -0.220 -1.712
H: 0.455 1.419 1.369

Atoms 1-6, force components in eV/Å:
-1.6 2.4 -0.3
2.1 0.6 -1.5
-1.0 0.8 -2.4
-1.7 0.1 1.2
-0.6 3.5 -0.5
-2.0 3.0 -1.9

* charge: +2
* E: -609.149929 a.u.
* spin multiplicity: 1
* SMILES: CN/C(=C/[NH+](C)C)OCN=C=[NH+]C

---

4.
The following is a quantum chemistry calculation of one molecule with the formula C23H21F6NO4S, from the OMol25 dataset.

Geometry (Å):
C: -3.226 3.520 -2.097
C: -2.056 2.586 -1.433
C: -0.858 3.591 -1.038
C: -2.712 1.805 -0.186
C: -2.653 2.651 1.202
C: -2.016 0.348 -0.057
O: -1.167 0.219 1.126
C: 0.021 -0.435 0.670
C: 1.195 0.515 0.230
C: 2.554 -0.071 -0.276
C: 2.664 -1.616 -0.363
C: 1.487 -2.561 0.078
C: 0.131 -1.977 0.626
C: -1.037 -2.982 1.114
O: -1.999 -3.338 0.407
C: -0.855 -3.540 2.626
F: 0.049 -4.664 2.496
F: -0.164 -2.614 3.472
C: -2.195 -4.128 3.279
F: -1.923 -4.425 4.648
F: -2.613 -5.361 2.679
C: -3.471 -3.150 3.246
F: -4.227 -3.438 4.443
F: -4.357 -3.494 2.175
C: -3.147 -1.585 3.300
O: -3.633 -0.878 2.368
O: -2.419 -0.926 4.309
S: 4.249 -2.322 -1.005
C: 4.872 -0.954 -2.115
C: 5.813 -1.246 -3.343
C: 6.349 -0.062 -4.214
C: 5.948 1.406 -3.878
C: 5.000 1.659 -2.657
C: 4.448 0.492 -1.756
N: 3.601 0.911 -0.621
H: -3.865 3.882 -1.207
H: -2.728 4.427 -2.611
H: -3.834 2.890 -2.839
H: -1.750 1.855 -2.272
H: -0.313 3.292 -0.080
H: -1.331 4.618 -0.856
H: -0.121 3.633 -1.909
H: -3.837 1.642 -0.397
H: -3.287 2.139 2.010
H: -3.136 3.676 0.984
H: -1.577 2.781 1.588
H: -2.872 -0.431 -0.066
H: -1.410 0.133 -1.014
H: 1.045 1.640 0.312
H: 1.635 -3.693 0.014
H: -2.715 0.023 4.284
H: 6.135 -2.307 -3.604
H: 7.048 -0.273 -5.106
H: 6.344 2.309 -4.471
H: 4.742 2.763 -2.452
H: 4.172 1.064 0.236

Atoms 1-6, force components in eV/Å:
0.9 -0.4 0.6
-1.0 1.2 -0.4
-0.4 -0.4 -0.1
0.5 -0.2 0.4
-0.2 -0.1 -0.6
-1.9 0.2 -1.3

* charge: 0
* E: -2241.706415 a.u.
* spin multiplicity: 1
* SMILES: CC(C)[C@H](C)COc1cc2c(cc1C(=O)C(F)(F)C(F)(F)C(F)(F)C(=O)O)Sc1ccccc1N2

---

5.
The following is a quantum chemistry calculation of a 2-piece molecular cluster, C9H14O overall, from the OMol25 dataset.

Geometry (Å):
C: -1.175 -2.706 0.647
C: -1.468 1.525 0.573
C: -1.064 0.952 1.700
C: -1.504 0.896 -0.702
C: -0.840 -0.423 1.731
C: -1.375 -0.505 -0.671
C: -1.092 -1.162 0.547
O: -1.881 2.867 0.541
H: -1.072 1.530 2.709
H: -1.620 3.297 1.301
H: -1.873 1.477 -1.513
H: -0.424 -1.273 2.556
H: -1.293 -1.014 -1.613
H: -2.041 -2.855 1.369
H: -0.198 -3.081 1.127
H: -1.371 -3.129 -0.323
C: 2.490 0.151 -1.969
C: 2.478 0.761 -0.494
H: 3.236 -0.696 -2.088
H: 1.575 -0.250 -2.332
H: 2.916 1.041 -2.610
H: 1.697 0.393 0.134
H: 2.462 1.821 -0.732
H: 3.438 0.381 0.114

Atoms 1-6, force components in eV/Å:
0.7 1.5 1.9
-1.0 2.6 -3.6
0.7 -0.8 4.9
-0.4 -1.3 2.8
0.7 -3.8 -0.3
0.9 1.4 0.5

* charge: 0
* E: -426.492164 a.u.
* spin multiplicity: 1
* SMILES: Cc1ccc(O)cc1.CC

---

6.
The following is a quantum chemistry calculation of C56H126N4O14 as an isolated structure, from the OMol25 dataset.

Geometry (Å):
C: 1.272 2.198 -1.685
O: 1.166 0.928 -2.244
C: 2.235 -0.034 -1.848
C: 2.991 -0.497 -3.062
O: 3.871 0.390 -3.703
C: 3.776 0.426 -5.109
H: 1.205 2.282 -0.600
H: 0.550 2.910 -2.084
H: 2.275 2.531 -1.953
H: 1.618 -0.753 -1.311
H: 2.999 0.392 -1.198
H: 2.253 -0.883 -3.765
H: 3.606 -1.382 -2.902
H: 4.477 1.173 -5.482
H: 2.823 0.874 -5.392
H: 3.930 -0.517 -5.635
C: -4.714 0.885 -2.509
O: -5.987 0.992 -2.980
C: -6.779 2.080 -2.508
C: -6.676 3.315 -3.384
O: -7.805 3.622 -4.219
C: -7.568 4.861 -4.893
H: -4.598 1.045 -1.437
H: -3.925 1.493 -2.951
H: -4.391 -0.141 -2.683
H: -6.772 2.230 -1.428
H: -7.765 1.675 -2.738
H: -5.814 3.280 -4.051
H: -6.502 4.036 -2.585
H: -7.268 5.634 -4.186
H: -8.448 5.119 -5.483
H: -6.745 4.641 -5.572
C: 2.052 0.245 0.800
O: 0.979 -0.013 -0.121
C: -0.244 0.739 0.132
C: -1.218 0.413 -1.050
O: -2.491 0.763 -0.515
C: -3.478 0.229 -1.376
H: 2.284 1.310 0.818
H: 2.903 -0.416 0.634
H: 1.865 -0.053 1.831
H: -0.001 1.798 0.056
H: -0.572 0.367 1.103
H: -1.139 -0.659 -1.230
H: -0.992 1.008 -1.934
H: -4.511 0.215 -1.029
H: -3.329 -0.832 -1.578
H: -3.420 0.798 -2.304
C: -7.865 0.370 0.855
O: -6.968 1.480 0.755
C: -5.576 1.244 0.876
C: -4.894 2.621 0.874
O: -3.470 2.520 0.898
C: -2.966 3.291 1.940
H: -8.849 0.821 0.975
H: -7.600 -0.400 1.580
H: -8.000 -0.124 -0.108
H: -5.047 0.717 0.082
H: -5.304 0.877 1.865
H: -5.340 3.279 1.619
H: -5.091 3.146 -0.061
H: -3.124 2.911 2.949
H: -3.191 4.352 1.839
H: -1.888 3.132 1.947
C: 4.724 0.550 0.980
O: 5.309 -0.700 0.653
C: 6.703 -0.713 0.766
C: 7.117 -1.233 2.151
O: 7.032 -0.189 3.142
C: 6.835 -0.544 4.465
H: 3.638 0.495 0.915
H: 5.036 1.336 0.293
H: 4.926 0.645 2.047
H: 7.120 0.282 0.608
H: 7.070 -1.492 0.098
H: 8.166 -1.529 2.159
H: 6.520 -2.123 2.348
H: 7.791 -0.892 4.856
H: 5.975 -1.190 4.640
H: 6.533 0.225 5.176
C: 0.162 -1.327 -3.801
C: -0.282 -1.129 -5.257
C: -1.793 -1.535 -5.243
C: -2.705 -0.419 -4.681
C: -2.483 0.870 -5.460
C: -0.993 1.387 -5.475
N: -0.130 0.277 -5.800
O: 1.171 0.619 -6.008
C: -0.923 2.452 -6.682
C: -0.709 2.079 -4.234
C: 0.335 -2.169 -6.225
H: -0.114 -0.536 -3.104
H: 1.245 -1.209 -3.799
H: 0.039 -2.334 -3.402
H: -2.181 -1.830 -6.218
H: -1.968 -2.397 -4.598
H: -2.660 -0.172 -3.620
H: -3.738 -0.711 -4.869
H: -3.061 1.712 -5.077
H: -2.832 0.799 -6.490
H: 0.139 2.538 -6.912
H: -1.346 2.074 -7.613
H: -1.270 3.448 -6.407
H: -1.568 2.689 -3.953
H: -0.837 1.465 -3.342
H: 0.247 2.600 -4.190
H: 1.418 -2.258 -6.137
H: 0.185 -1.979 -7.288
H: 0.029 -3.197 -6.031
H: 1.445 0.636 -5.088
C: 3.607 1.268 4.188
C: 2.461 2.292 4.008
C: 2.222 2.876 5.451
C: 1.381 4.155 5.556
C: 2.095 5.229 4.711
C: 2.199 4.768 3.221
N: 2.775 3.382 3.066
O: 2.909 2.855 1.733
C: 0.920 4.957 2.431
C: 3.165 5.683 2.695
C: 1.111 1.602 3.650
H: 3.639 0.475 3.442
H: 3.527 0.638 5.075
H: 4.588 1.715 4.025
H: 1.629 2.187 6.053
H: 3.223 3.061 5.839
H: 1.337 4.429 6.610
H: 0.307 3.977 5.498
H: 3.138 5.325 5.010
H: 1.443 6.091 4.853
H: 0.029 4.595 2.944
H: 0.713 6.001 2.198
H: 0.795 4.449 1.474
H: 4.214 5.464 2.898
H: 3.089 5.583 1.612
H: 2.948 6.728 2.916
H: 0.858 0.805 4.349
H: 1.081 1.295 2.604
H: 0.267 2.291 3.673
H: 3.626 2.228 1.850
C: -4.886 -4.211 -0.471
C: -3.615 -3.768 0.357
C: -3.147 -5.030 1.137
C: -1.798 -4.763 1.845
C: -0.700 -4.178 0.914
C: -1.220 -2.979 0.053
N: -2.533 -3.356 -0.531
O: -2.914 -2.489 -1.517
C: -1.212 -1.699 0.870
C: -0.091 -2.869 -1.002
C: -4.220 -2.688 1.396
H: -4.555 -4.688 -1.394
H: -5.645 -3.467 -0.712
H: -5.482 -4.960 0.051
H: -3.913 -5.289 1.867
H: -2.958 -5.817 0.407
H: -1.446 -5.732 2.196
H: -1.939 -4.056 2.663
H: -0.334 -5.099 0.460
H: 0.097 -3.832 1.573
H: -2.030 -1.149 0.405
H: -1.371 -1.780 1.945
H: -0.340 -1.053 0.766
H: 0.803 -2.931 -0.381
H: -0.071 -3.789 -1.587
H: -0.155 -1.998 -1.654
H: -4.467 -1.807 0.803
H: -3.453 -2.490 2.145
H: -5.122 -2.926 1.960
H: -2.494 -3.008 -2.206
C: 5.537 -3.691 3.209
C: 4.017 -3.477 3.396
C: 3.849 -2.067 4.105
C: 2.369 -1.453 4.182
C: 1.956 -1.338 2.697
C: 2.044 -2.698 1.931
N: 3.351 -3.276 2.076
O: 3.483 -4.408 1.345
C: 0.913 -3.637 2.368
C: 1.763 -2.315 0.434
C: 3.479 -4.612 4.253
H: 5.997 -2.903 2.612
H: 5.890 -4.516 2.591
H: 6.001 -3.811 4.189
H: 4.259 -2.191 5.107
H: 4.323 -1.245 3.568
H: 2.415 -0.452 4.611
H: 1.677 -2.055 4.771
H: 2.470 -0.511 2.207
H: 0.908 -1.063 2.818
H: 0.856 -4.492 1.695
H: 0.993 -3.950 3.409
H: -0.022 -3.077 2.350
H: 1.808 -3.156 -0.257
H: 0.812 -1.806 0.278
H: 2.591 -1.668 0.147
H: 3.405 -5.563 3.724
H: 2.414 -4.485 4.444
H: 4.051 -4.792 5.163
H: 4.183 -4.122 0.754

Atoms 1-6, force components in eV/Å:
1.9 1.0 -0.3
1.3 -0.7 -0.5
0.7 1.0 -2.7
0.4 -1.1 -1.2
0.5 1.0 0.4
-0.2 1.4 -0.1

* charge: 0
* E: -3479.825819 a.u.
* spin multiplicity: 1

---

7.
The following is a quantum chemistry calculation of a 14-piece molecular cluster, C28H84O14 overall, from the OMol25 dataset.

Geometry (Å):
C: 9.945 18.931 27.112
C: 9.649 17.768 26.163
O: 9.195 16.622 26.903
H: 9.151 19.178 27.821
H: 10.092 19.872 26.573
H: 10.821 18.742 27.739
H: 10.519 17.520 25.560
H: 8.843 18.118 25.520
H: 9.981 16.249 27.314
C: 5.654 20.404 26.084
C: 4.253 20.358 26.673
O: 4.216 21.316 27.719
H: 5.757 19.790 25.189
H: 6.366 20.057 26.834
H: 5.928 21.434 25.855
H: 4.030 19.343 27.023
H: 3.463 20.584 25.947
H: 3.376 21.279 28.184
C: 9.483 15.200 23.499
C: 8.278 14.298 23.557
O: 8.571 13.103 22.830
H: 10.356 14.679 23.908
H: 9.359 16.078 24.130
H: 9.728 15.389 22.452
H: 7.417 14.782 23.086
H: 8.003 14.084 24.591
H: 7.793 12.820 22.317
C: 7.118 17.876 23.000
C: 7.389 17.251 21.643
O: 8.651 17.722 21.149
H: 7.982 17.920 23.656
H: 6.346 17.245 23.443
H: 6.737 18.885 22.839
H: 6.612 17.471 20.907
H: 7.531 16.167 21.748
H: 8.664 17.552 20.198
C: 10.707 14.827 19.630
C: 12.214 14.760 19.708
O: 12.796 15.437 18.582
H: 10.384 15.866 19.604
H: 10.284 14.299 20.486
H: 10.286 14.340 18.748
H: 12.637 13.756 19.793
H: 12.547 15.322 20.590
H: 13.610 15.006 18.321
C: 4.957 16.392 27.436
C: 5.709 15.306 26.669
O: 6.515 15.920 25.673
H: 5.677 17.011 27.970
H: 4.184 15.976 28.082
H: 4.485 17.036 26.691
H: 5.047 14.565 26.225
H: 6.357 14.732 27.340
H: 7.290 16.321 26.094
C: 2.745 18.466 23.272
C: 2.024 18.000 24.515
O: 0.614 17.937 24.357
H: 2.604 17.957 22.318
H: 3.828 18.477 23.453
H: 2.528 19.522 23.067
H: 2.270 18.698 25.319
H: 2.420 17.015 24.765
H: 0.270 18.823 24.498
C: 5.244 19.084 18.025
C: 3.952 18.842 17.290
O: 2.836 18.984 18.168
H: 5.440 18.278 18.741
H: 5.178 19.943 18.699
H: 6.137 19.163 17.411
H: 3.924 17.841 16.848
H: 3.839 19.606 16.512
H: 2.028 18.990 17.653
C: 9.542 21.383 18.755
C: 10.202 20.136 19.308
O: 11.618 20.241 19.215
H: 9.730 21.541 17.694
H: 9.862 22.258 19.320
H: 8.464 21.252 18.887
H: 9.864 19.254 18.745
H: 9.944 20.007 20.366
H: 12.023 19.376 19.316
C: 6.206 13.512 20.544
C: 5.783 12.073 20.759
O: 6.362 11.527 21.923
H: 5.871 13.918 19.583
H: 7.278 13.702 20.468
H: 5.713 14.173 21.254
H: 6.119 11.495 19.891
H: 4.689 12.083 20.738
H: 6.100 10.606 21.994
C: 7.275 14.746 17.296
C: 6.842 15.989 18.049
O: 7.980 16.708 18.525
H: 7.852 14.093 17.956
H: 8.003 15.031 16.532
H: 6.420 14.228 16.865
H: 6.181 15.740 18.878
H: 6.288 16.627 17.354
H: 8.334 17.213 17.787
C: 12.807 18.365 23.688
C: 11.821 18.451 22.543
O: 10.513 18.631 23.060
H: 12.402 17.745 24.489
H: 12.939 19.349 24.150
H: 13.795 18.015 23.393
H: 11.881 17.495 22.006
H: 12.113 19.305 21.921
H: 9.890 18.362 22.362
C: 3.751 14.457 22.917
C: 2.526 14.262 23.825
O: 2.004 12.944 23.725
H: 4.560 13.829 23.309
H: 4.143 15.471 23.028
H: 3.562 14.101 21.906
H: 1.744 14.968 23.513
H: 2.792 14.538 24.845
H: 1.571 12.894 22.869
C: 5.753 21.301 21.391
C: 5.194 22.339 20.424
O: 3.784 22.459 20.561
H: 5.577 21.648 22.411
H: 6.830 21.150 21.270
H: 5.290 20.319 21.270
H: 5.464 22.104 19.386
H: 5.622 23.313 20.663
H: 3.412 21.577 20.444

Atoms 1-6, force components in eV/Å:
0.3 0.4 0.3
-0.3 0.9 1.0
0.1 0.2 -0.4
-0.3 -0.5 -0.2
0.3 -0.2 -0.2
0.1 0.0 -0.2

* charge: 0
* E: -2170.398036 a.u.
* spin multiplicity: 1

---

8.
The following is a quantum chemistry calculation of a 2-piece molecular cluster, C4H11NO2 overall, from the OMol25 dataset.

Geometry (Å):
C: -0.166 -1.881 0.621
C: -0.807 -0.529 0.731
N: -0.694 0.227 -0.546
C: -1.048 1.650 -0.403
H: 0.906 -1.802 0.456
H: -0.345 -2.433 1.543
H: -0.611 -2.453 -0.191
H: -1.862 -0.611 0.970
H: -0.301 0.082 1.477
H: -1.270 -0.208 -1.259
H: 0.400 0.146 -0.923
H: -2.001 1.745 0.129
H: -1.168 2.098 -1.387
H: -0.260 2.130 0.182
O: 1.842 0.777 0.757
C: 2.317 0.500 -0.343
O: 1.657 0.060 -1.338
H: 3.412 0.500 -0.475

Atoms 1-6, force components in eV/Å:
0.0 -0.3 0.1
0.0 0.5 -0.2
-0.4 0.0 0.2
-0.4 -0.1 0.3
0.0 0.0 0.0
0.1 0.0 0.0

* charge: 0
* E: -364.241833 a.u.
* spin multiplicity: 1

---

Relative energy (zero: lowest compared OMol25 entry of this formula, charge and spin) readings, ordered: 94.59; 66.72; 92.48; 1126.88; 211.67; 3895.89; 215.67; 69.16 kJ/mol
Lowest unoccupied orbital energy readings, ordered: 3.596; 0.944; -7.254; -0.838; 0.889; 0.427; 0.293; 0.689 eV
Frontier orbital gap readings, ordered: 8.275; 8.840; 9.396; 7.347; 9.336; 7.851; 9.659; 9.890 eV